[1]
This record from the OMol25 dataset describes a cluster of 11 separate species, C4H29NO10 in total. The level of theory is ωB97M-V/def2-TZVPD.

Each line ends with the Mulliken charge.
Atoms and positions in Å:
O1 2.347 3.274 -0.045  -0.589
O2 2.449 -1.416 -3.083  -0.637
O3 -2.460 -2.527 -1.371  -0.692
O4 -3.660 -0.057 -1.785  -0.690
O5 -0.448 3.847 -0.617  -0.590
O6 -0.315 -1.187 -3.233  -0.663
O7 -3.465 -1.492 1.390  -0.602
O8 1.237 1.509 -2.387  -0.519
O9 -1.150 0.662 -1.287  -0.262
O10 3.499 -0.743 -0.294  -0.649
N1 0.785 -1.474 0.628  -0.305
C1 -0.555 0.573 4.167  -0.763
C2 0.425 0.526 3.268  -0.041
C3 0.539 -1.623 2.064  -0.497
C4 1.326 -0.629 2.948  -0.641
H1 -1.428 1.216 4.114  0.289
H2 2.048 -0.770 -3.675  0.277
H3 3.680 0.065 -0.779  0.305
H4 -0.765 -0.274 4.815  0.269
H5 0.599 1.449 2.703  0.195
H6 -0.515 4.600 -0.028  0.255
H7 -0.984 -1.435 -3.871  0.245
H8 3.344 -1.479 -0.891  0.300
H9 1.726 -1.070 3.866  0.363
H10 -3.774 -0.250 -2.730  0.288
H11 -2.079 0.930 -1.452  0.289
H12 -3.222 -0.582 1.186  0.289
H13 2.120 2.576 0.575  0.354
H14 2.234 -0.322 2.450  0.318
H15 1.665 -1.695 -2.585  0.356
H16 -2.298 -2.552 -0.418  0.314
H17 0.683 -0.491 0.403  -0.023
H18 1.653 2.379 -2.254  0.281
H19 -0.439 -0.311 -2.846  0.378
H20 0.432 3.460 -0.536  0.286
H21 2.986 3.920 0.258  0.257
H22 1.752 -1.717 0.362  0.223
H23 -0.529 -1.437 2.245  0.209
H24 -3.448 -0.928 -1.371  0.391
H25 -1.140 0.257 -0.415  0.067
H26 0.396 1.760 -1.980  0.293
H27 0.578 -2.679 2.308  0.430
H28 -1.579 -2.460 -1.771  0.353
H29 -4.248 -1.403 1.953  0.289

Output
- SMILES = C=CCCN.O.O.O.O.O.O.O.O.O.O
- HOMO-LUMO gap (eV) = 9.254
- total charge = 0


[2]
This record from the OMol25 dataset describes a structure of composition C4H29NO10. The level of theory is ωB97M-V/def2-TZVPD.

Each line ends with the Mulliken charge.
Atoms and positions in Å:
O1 -0.299 0.298 -2.324  -0.746
O2 1.835 3.384 -1.029  -0.828
O3 0.637 -3.631 -0.377  -0.778
O4 -1.053 -2.551 -2.852  -0.743
O5 -2.703 0.306 2.255  -0.746
O6 -0.219 2.669 0.372  -0.723
O7 -2.030 -2.936 -0.391  -0.789
O8 -1.230 2.438 2.900  -0.751
O9 1.719 1.988 -2.140  -0.930
O10 -2.436 -0.434 -0.327  -0.703
N1 2.217 -1.423 1.041  -0.325
C1 1.984 -0.637 -0.180  -1.165
C2 1.738 -0.567 2.163  -0.981
C3 0.707 0.473 1.614  -0.526
C4 0.686 0.180 0.091  3.228
H1 -0.474 2.093 2.414  0.382
H2 1.199 -3.170 0.282  0.384
H3 1.636 2.942 -2.064  0.483
H4 -2.209 -1.413 -0.205  0.376
H5 -0.226 0.495 2.168  -0.135
H6 1.180 -1.116 2.921  0.366
H7 1.083 1.493 1.706  0.609
H8 -2.751 -0.603 2.590  0.297
H9 2.557 2.910 -0.590  0.438
H10 3.207 -1.594 1.168  0.227
H11 0.715 1.079 -0.510  -1.422
H12 -2.293 0.264 1.369  0.416
H13 -0.667 2.355 -0.422  0.252
H14 1.055 2.939 -0.673  0.570
H15 -1.932 1.774 3.027  0.356
H16 -1.095 -1.583 -2.925  0.395
H17 2.529 -0.081 2.742  0.274
H18 -0.284 -0.316 -0.043  -0.809
H19 -2.004 -3.173 -1.342  0.467
H20 -0.653 0.049 -1.456  0.575
H21 -0.477 -2.605 -2.073  0.329
H22 1.914 -1.284 -1.037  0.105
H23 -0.837 3.279 0.789  0.345
H24 -3.355 -0.230 -0.520  0.226
H25 -1.111 -3.209 -0.188  0.382
H26 2.628 1.706 -1.945  0.327
H27 2.664 0.219 -0.346  0.530
H28 0.458 0.909 -2.170  0.445
H29 1.338 -3.672 -1.038  0.317

Output
- HOMO-LUMO gap (eV) = 8.972
- total charge = 0


[3]
This record from the OMol25 dataset describes a cluster of 10 separate species, C4H29NO11 in total. The level of theory is ωB97M-V/def2-TZVPD.

Each line ends with the Mulliken charge.
Atoms and positions in Å:
O1 1.305 -0.257 1.828  -0.668
O2 -1.474 -2.195 -0.081  -0.612
O3 1.142 -2.815 1.566  -0.740
O4 2.811 0.978 -2.649  -0.754
O5 -1.131 -0.439 2.800  -0.689
O6 -0.788 3.221 2.106  -0.651
O7 -3.461 0.417 1.726  -0.669
O8 2.689 -3.664 -0.534  -0.691
O9 3.701 -1.481 -1.788  -0.685
O10 -3.269 3.009 0.888  -0.832
O11 -2.739 2.490 -1.724  -0.652
N1 0.474 1.605 -1.281  -0.762
C1 0.301 0.468 -0.373  1.644
C2 -1.165 -1.483 -1.285  -0.822
C3 0.209 -0.825 -1.231  -0.156
C4 1.519 0.449 0.595  -0.894
H1 -0.623 0.552 0.218  -0.228
H2 3.344 -0.594 -2.052  0.385
H3 1.373 -1.270 1.718  0.468
H4 -4.184 0.149 2.290  0.288
H5 4.591 -1.478 -2.170  0.282
H6 0.945 -1.551 -0.877  -0.430
H7 2.375 0.024 0.067  0.175
H8 -1.979 -0.782 -1.450  0.308
H9 -2.647 0.112 2.175  0.411
H10 -1.656 -1.595 0.659  0.332
H11 -0.189 -0.367 2.417  0.318
H12 1.748 1.464 0.932  0.443
H13 2.606 1.133 -3.567  0.303
H14 -3.534 2.131 -2.137  0.277
H15 1.745 -3.186 0.880  0.398
H16 3.063 -2.855 -0.945  0.380
H17 -1.059 -1.012 3.582  0.242
H18 1.985 1.276 -2.174  0.381
H19 -0.695 3.831 2.845  0.275
H20 0.434 2.485 -0.780  0.196
H21 0.253 -2.830 1.152  0.376
H22 -1.179 -2.276 -2.047  0.397
H23 2.348 -4.247 -1.221  0.301
H24 -0.676 2.341 2.495  0.327
H25 -2.968 2.766 -0.802  0.422
H26 -2.386 3.185 1.288  0.414
H27 0.546 -0.606 -2.253  0.479
H28 -0.271 1.641 -1.976  0.251
H29 -3.433 2.080 1.172  0.463

Output
- SMILES = N[C@H](CO)CCO.O.O.O.O.O.O.O.O.O
- HOMO-LUMO gap (eV) = 10.350
- total charge = 0